1.
{
  "formula": "C48H37BrF4N2O3PSiSn",
  "method": "the ωB97M-V functional and the def2-TZVPD basis",
  "species": ["Sn", "O", "C", "C", "C", "C", "N", "C", "C", "C", "C", "C", "C", "O", "C", "C", "N", "H", "H", "H", "H", "H", "H", "H", "H", "H", "H", "H", "H", "F", "C", "C", "F", "C", "F", "C", "P", "C", "C", "C", "C", "C", "C", "C", "C", "C", "C", "C", "C", "C", "Br", "C", "F", "H", "H", "H", "H", "H", "H", "H", "H", "H", "H", "O", "Si", "C", "C", "C", "C", "C", "C", "C", "C", "C", "C", "C", "C", "C", "C", "C", "C", "C", "C", "H", "H", "H", "H", "H", "H", "H", "H", "H", "H", "H", "H", "H", "H", "H"],
  "coordinates": [[15.60067, 11.64193, 14.34391], [16.47531, 14.92495, 20.83804], [15.45239, 15.47598, 20.04509], [15.23652, 14.58168, 18.85828], [14.60557, 15.08960, 17.70383], [14.80611, 14.38903, 16.47212], [15.39858, 13.17962, 16.40129], [15.98113, 12.63962, 17.49213], [15.90411, 13.35202, 18.72456], [16.83903, 11.47330, 17.31989], [17.67056, 11.15065, 18.47568], [18.67322, 10.24498, 18.25622], [19.66154, 10.03224, 19.28506], [19.04581, 10.37867, 20.55945], [18.78514, 9.54517, 17.06627], [17.92498, 9.86886, 16.00103], [16.95948, 10.89906, 16.08214], [16.46534, 15.24612, 21.77896], [15.71145, 16.45045, 19.56596], [14.49438, 15.57611, 20.61291], [14.06748, 16.06810, 17.68902], [14.28052, 14.81798, 15.66217], [16.24148, 12.85951, 19.64139], [17.54431, 11.67156, 19.46346], [20.59701, 10.56291, 19.08491], [19.96287, 8.96292, 19.31156], [19.67636, 10.27319, 21.26439], [19.51269, 8.73620, 16.86514], [17.97145, 9.27764, 15.09100], [11.79501, 13.52555, 19.27027], [11.70230, 12.46620, 18.48175], [11.63019, 11.25269, 19.06541], [11.38932, 11.05078, 20.38000], [11.95225, 10.15301, 18.31076], [11.93027, 8.93980, 19.00084], [12.19625, 10.25749, 16.90242], [13.18742, 9.18177, 15.81915], [12.03868, 8.19786, 14.86167], [10.98720, 7.50662, 15.48248], [10.18736, 6.69904, 14.72890], [10.25341, 6.69686, 13.35521], [11.42424, 7.38091, 12.73342], [12.27506, 8.11154, 13.50568], [13.91155, 8.04756, 17.07273], [14.68789, 8.73212, 18.01916], [15.28975, 8.11139, 19.13285], [14.97164, 6.73747, 19.33009], [14.30850, 6.03252, 18.35107], [13.62821, 6.70642, 17.33402], [11.86529, 11.44964, 16.31153], [11.60700, 11.48993, 14.42869], [11.69979, 12.54686, 17.08712], [11.36078, 13.78732, 16.56338], [10.96381, 7.60409, 16.53029], [9.43319, 6.07327, 15.24391], [9.55949, 6.18050, 12.73004], [11.60380, 7.13700, 11.73189], [13.15295, 8.55187, 13.02977], [14.62359, 9.82673, 17.92680], [16.08024, 8.66203, 19.80947], [15.04967, 6.26289, 20.27879], [14.21101, 4.95427, 18.45783], [12.97878, 6.14346, 16.60619], [16.82965, 13.18077, 13.67638], [17.74987, 14.39322, 13.33610], [19.42842, 13.91426, 12.59371], [19.71521, 13.04583, 11.56715], [20.97681, 12.48172, 11.25771], [22.10986, 13.03054, 11.88207], [21.87027, 13.88620, 12.97558], [20.60578, 14.36310, 13.30500], [15.71616, 16.20622, 12.09772], [15.11863, 17.01387, 13.05391], [15.65825, 17.26867, 14.32993], [16.94982, 16.84765, 14.68923], [17.77781, 16.22789, 13.62736], [17.16132, 15.87663, 12.28501], [14.95238, 15.78224, 10.84476], [15.31631, 14.51329, 10.25966], [14.73263, 14.20031, 9.06592], [13.84881, 15.07890, 8.36877], [13.49497, 16.23787, 8.95588], [14.01667, 16.56267, 10.23934], [18.92870, 12.77061, 10.81000], [21.11405, 11.74239, 10.52490], [23.07353, 12.87876, 11.47987], [22.65992, 14.28558, 13.58647], [20.43573, 15.10637, 14.09054], [14.04813, 17.28412, 12.93197], [15.06262, 17.86180, 15.03033], [17.40590, 16.99079, 15.66740], [18.79590, 16.65957, 13.48886], [17.74538, 16.01319, 11.37299], [16.09807, 13.80727, 10.69025], [14.97138, 13.25957, 8.61628], [13.45554, 14.75477, 7.43238], [12.85456, 16.93528, 8.53451], [13.72215, 17.54768, 10.62088]],
  "forces_ev_per_a": [[-0.689, -0.383, 1.353], [0.072, 0.432, 1.056], [-0.836, -0.027, 0.486], [0.563, -0.252, -1.467], [0.886, -0.465, -1.196], [-0.902, -0.166, 3.181], [0.292, -0.090, -1.070], [-1.187, 2.376, 0.663], [-0.763, -0.917, 0.011], [1.563, -0.752, 1.199], [-1.801, 0.834, -1.923], [0.022, 0.005, -0.165], [0.775, -1.437, 2.861], [0.287, 0.090, -1.541], [-1.115, -0.004, -2.484], [-0.772, 0.926, 1.128], [1.680, -1.120, 1.591], [-0.220, -0.261, -1.483], [-0.023, -0.333, 0.794], [0.608, 0.143, -0.392], [0.512, -0.982, 0.090], [-0.182, -0.132, -1.327], [0.153, 0.672, -0.456], [0.401, -0.888, -1.455], [-0.165, 0.395, 0.032], [-0.225, 0.414, -0.064], [0.471, -0.108, 0.406], [-0.414, 0.671, 0.469], [-0.119, 0.356, -0.048], [-0.532, 0.643, -0.246], [0.146, 1.053, -0.251], [0.191, -1.933, 1.893], [0.360, 0.769, -1.136], [-0.143, -2.451, -1.122], [0.347, 2.013, -1.515], [-0.347, -1.342, 1.983], [0.697, -0.977, 0.525], [-0.395, 0.079, 0.893], [2.134, 0.936, -1.052], [-2.208, -0.995, 0.241], [3.432, 1.679, -0.915], [-3.326, -1.998, 1.860], [0.370, -0.248, -0.704], [-0.595, 0.141, 1.312], [0.627, 0.215, 0.419], [0.502, 0.213, 0.291], [0.317, 1.540, -0.411], [-1.211, 0.001, -0.056], [0.465, -0.786, -2.262], [-0.092, 0.539, -0.672], [0.246, 0.590, 0.312], [-1.193, 2.797, 0.210], [0.800, -1.365, 0.386], [-0.575, -0.228, 1.193], [0.355, 0.532, -0.427], [-0.221, -0.420, -0.179], [0.226, 0.205, -1.459], [-0.144, 0.081, 0.289], [0.910, -0.263, 0.105], [-2.177, -1.006, -1.117], [1.121, -0.369, 0.549], [-0.332, 0.241, 0.091], [0.803, 0.508, 0.931], [0.020, 1.260, 0.409], [2.956, -3.953, -1.796], [1.215, 1.278, 1.712], [-1.118, -2.219, -2.347], [0.198, 2.472, 1.531], [-2.375, 0.301, 0.848], [-0.147, 0.776, -0.069], [-1.381, -0.618, -0.345], [1.435, -1.402, -2.383], [-1.393, 0.148, 2.408], [-0.114, 0.144, -0.408], [0.961, -0.955, -2.422], [-1.432, 3.078, 0.368], [-3.215, 3.147, 0.044], [2.737, -1.542, 2.300], [0.690, 0.414, 0.264], [-0.247, 0.082, -0.527], [0.967, -1.662, 0.796], [1.001, 0.321, 2.440], [-1.165, 1.432, -1.304], [0.461, -0.017, 1.163], [-0.188, -0.590, -1.133], [1.035, -0.539, 0.089], [0.530, 0.014, -0.191], [0.612, -0.381, 0.033], [0.913, 0.203, -0.258], [0.186, -0.328, -0.148], [-0.263, 0.069, -0.134], [-0.211, -0.938, 0.615], [0.215, -0.702, 0.240], [-1.245, 1.120, -0.336], [0.079, -0.388, -0.276], [-0.189, 0.001, -0.563], [-1.163, 1.038, -0.947], [0.205, -0.451, 0.118]],
  "mulliken_charge": [1.0271, -0.5383, -0.5891, -0.0351, -0.6135, -1.4669, 0.3530, 0.8840, -0.0898, 0.2478, -0.4773, 0.4004, -0.8068, -0.5062, -0.7979, -0.8536, 0.1767, 0.3545, 0.2884, 0.3410, 0.4544, 0.8995, 0.3929, 0.4108, 0.3560, 0.3761, 0.3211, 0.4452, 0.5472, -0.3510, 0.4064, 0.6359, -0.2755, 0.3200, -0.3901, 0.2315, 0.9373, 0.5322, -0.7146, -0.6214, -0.6282, -0.5809, -0.4157, 0.1730, 0.2426, -0.5554, -0.7182, -0.7419, -0.3959, -0.5049, -0.0687, 0.3419, -0.4633, 0.5928, 0.3701, 0.4638, 0.4634, 0.2683, 0.1016, 0.2606, 0.4246, 0.4302, 0.3526, 0.2146, -0.3872, 0.4597, 0.0683, -0.6958, -0.5851, -0.6390, -0.3764, 0.9831, -0.3236, -0.7009, -0.6167, -0.3706, -0.3913, 0.5200, -0.2263, -0.5778, -0.6281, -0.8573, -0.3395, 0.2132, 0.4798, 0.4679, 0.4085, 0.2914, 0.4261, 0.4872, 0.5536, 0.8203, 0.8341, 0.0927, 0.4523, 0.4677, 0.5041, 0.3464],
  "e_lumo_ev": [-11.455, -11.457],
  "homo_energy_ev": [-14.18, -14.18],
  "e_above_lowest_kj_mol": 264.0,
  "total_charge": 3,
  "orbital_gap_ha": [0.100, 0.100]
}

=====

2.
{
  "formula": "C11H19BBrO4",
  "method": "the ωB97M-V functional and the def2-TZVPD basis",
  "species": ["C", "C", "C", "B", "C", "C", "C", "C", "O", "C", "C", "O", "O", "C", "C", "Br", "O", "H", "H", "H", "H", "H", "H", "H", "H", "H", "H", "H", "H", "H", "H", "H", "H", "H", "H", "H"],
  "coordinates": [[3.72491, 0.36948, 1.29641], [2.49908, 0.83984, 1.51789], [1.32917, 0.82060, 0.58767], [0.81212, -0.71814, 0.12767], [-0.29148, -1.32509, 1.17834], [-1.67703, -1.71912, 0.61926], [-2.80026, -0.78001, 1.06216], [-2.58723, 0.64856, 0.59436], [-2.39752, 0.61222, -0.82565], [-2.06265, 1.70512, -1.52684], [-1.37386, 2.86776, -0.84322], [-2.29634, 1.74450, -2.70587], [1.90887, -1.71746, -0.00325], [2.42274, -1.56222, -1.27896], [1.18364, -1.26843, -2.13356], [0.32949, -2.99498, -2.76944], [0.34940, -0.59425, -1.31767], [4.32751, 0.03648, 2.13407], [4.18170, 0.32939, 0.31455], [2.32473, 1.27672, 2.50113], [1.48208, 1.43532, -0.30930], [0.49521, 1.28655, 1.12499], [-0.40971, -0.64013, 2.03000], [0.17192, -2.22787, 1.58531], [-1.93172, -2.72087, 0.98017], [-1.67406, -1.79156, -0.46859], [-3.76461, -1.13326, 0.68410], [-2.84875, -0.76444, 2.15599], [-1.72646, 1.06347, 1.11703], [-3.48270, 1.24548, 0.79319], [-1.03676, 2.68476, 0.16902], [-0.49824, 3.09004, -1.44967], [-2.03432, 3.73293, -0.89690], [2.92072, -2.47240, -1.61608], [3.08238, -0.68609, -1.39758], [1.34802, -0.67289, -3.03076]],
  "forces_ev_per_a": [[0.331, 0.309, 0.116], [-0.205, 0.145, -0.119], [0.044, 0.467, -0.048], [0.172, -0.212, 0.304], [-0.013, 0.026, -0.327], [0.022, -0.158, 0.378], [0.068, -0.015, -0.282], [-0.109, -0.272, 0.007], [-0.188, 0.193, -0.011], [0.087, -0.050, 0.099], [0.106, -0.107, -0.167], [-0.029, -0.042, -0.100], [0.247, 0.385, 0.078], [-0.446, -0.540, -0.552], [-0.088, 1.240, 0.731], [-0.005, -0.251, -0.221], [-0.266, -0.049, -0.040], [0.396, 0.694, 0.046], [-0.351, -0.837, -0.162], [-0.291, -0.860, 0.371], [0.176, -0.121, -0.065], [-0.041, 0.127, -0.121], [-0.117, -0.066, 0.043], [0.057, 0.030, 0.051], [-0.111, 0.009, -0.018], [0.135, 0.123, -0.027], [-0.005, -0.015, 0.024], [-0.073, 0.033, 0.003], [0.075, 0.106, -0.147], [0.113, 0.142, 0.148], [-0.106, 0.021, 0.082], [0.009, 0.028, -0.030], [-0.022, -0.003, 0.124], [0.249, 0.076, 0.065], [0.115, -0.041, 0.123], [0.066, -0.512, -0.353]],
  "nbo_charge": [-0.4458, -0.1357, -0.7462, 0.8520, -0.7105, -0.3928, -0.4013, -0.0692, -0.5027, 0.8192, -0.7418, -0.5950, -0.7136, -0.1072, 0.1455, -0.2132, -0.7003, 0.1787, 0.1763, 0.1705, 0.2112, 0.1832, 0.1729, 0.2229, 0.1853, 0.2298, 0.1935, 0.1919, 0.1833, 0.1653, 0.2240, 0.2474, 0.2253, 0.1774, 0.1453, 0.1743],
  "e_lumo_ev": 3.192,
  "homo_energy_ev": -4.71,
  "total_charge": -1,
  "orbital_gap_ha": 0.290
}